Entry from the Open Molecules 2025 dataset: a structure of composition C23H21AsCl3N2O2PdS6 (ωB97M-V/def2-TZVPD).

Each line ends with the Mulliken charge.
CARTESIAN COORDINATES (ANGSTROEM)
Pd -1.26 2.69 -1.40  0.578
S 3.25 2.37 -1.28  -0.525
As 1.80 3.65 -0.47  0.421
S 0.07 2.42 0.33  -0.476
S 0.23 4.26 -1.99  -0.437
S 2.27 5.22 0.82  -0.566
C -5.48 3.24 -2.91  -1.103
S -3.95 2.51 -2.26  0.712
O -2.88 2.85 -3.26  -0.613
C -3.67 3.65 -0.91  -0.336
C -3.45 4.99 -1.19  0.122
C -3.05 5.84 -0.17  -0.807
C -2.89 5.34 1.12  -0.310
C -3.13 4.00 1.39  -0.538
C -3.51 3.15 0.37  0.149
H -5.30 4.26 -3.23  0.304
H -6.21 3.21 -2.10  0.376
H -5.82 2.64 -3.74  0.392
H -3.49 5.35 -2.21  0.363
H -2.82 6.87 -0.38  0.333
H -2.54 5.99 1.91  0.374
H -2.96 3.61 2.38  0.359
H -3.65 2.09 0.56  0.236
Cl 2.75 -7.29 3.50  -0.236
C 2.25 -5.91 2.55  0.447
C 1.66 -4.83 3.17  -1.040
C 1.29 -3.74 2.41  -0.020
C 1.48 -3.71 1.03  -0.673
C 1.05 -2.50 0.24  0.627
C -0.37 -2.69 -0.30  -1.392
N -0.76 -1.56 -1.11  0.308
C -0.24 -1.25 -2.35  -0.399
C -0.72 -0.01 -2.65  -0.795
N -1.49 0.45 -1.62  0.085
C -1.48 -0.49 -0.71  -0.286
O 1.04 -1.35 1.04  -0.484
C 2.13 -0.46 0.78  -0.677
C 3.44 -1.17 0.97  0.162
C 4.27 -1.58 -0.02  0.755
Cl 4.12 -1.27 -1.71  -0.187
S 5.62 -2.48 0.56  -0.234
C 5.06 -2.32 2.17  -0.393
C 3.92 -1.60 2.24  -0.797
C 2.07 -4.83 0.44  0.994
Cl 2.32 -4.89 -1.28  -0.227
C 2.47 -5.93 1.18  -0.832
H 1.51 -4.83 4.24  0.412
H 0.86 -2.87 2.87  0.524
H 1.72 -2.36 -0.62  0.308
H -1.08 -2.80 0.52  0.419
H -0.41 -3.60 -0.91  0.351
H 0.42 -1.91 -2.87  0.423
H -0.53 0.60 -3.52  0.506
H -1.94 -0.44 0.27  0.368
H 2.01 0.36 1.48  0.444
H 2.05 -0.02 -0.22  0.191
H 5.63 -2.74 2.99  0.458
H 3.40 -1.37 3.16  0.436
H 2.93 -6.78 0.70  0.448

Summary:
- ΔE to the lowest compared entry with this formula, charge and spin (kJ/mol) = 0.0
- max |F| (eV/Å) = 1.3
- highest occupied orbital energy (eV) = -3.88
- charge = -1
- multiplicity = 1
- orbital gap (eV) = 5.8804

---

Entry from the Open Molecules 2025 dataset: a structure of composition C23H21BrFGaNO4SSi (ωB97M-V/def2-TZVPD).

Each line ends with the Mulliken charge.
CARTESIAN COORDINATES (ANGSTROEM)
Ga -0.19 -0.06 0.46  0.369
C 3.86 -1.69 -0.18  -1.125
Si 2.87 -0.11 -0.37  0.275
C 1.97 -0.25 -2.01  -0.946
C 4.01 1.37 -0.46  -1.136
N 1.72 0.08 0.92  0.599
C 2.08 0.12 2.24  0.559
C 3.40 0.19 2.74  -0.337
C 3.67 0.23 4.11  -1.044
C 2.65 0.22 5.05  -0.390
C 1.33 0.15 4.60  -0.851
C 1.11 0.11 3.25  0.582
F -0.19 0.04 2.82  -0.203
H 4.43 -1.89 -1.09  0.369
H 3.18 -2.53 -0.01  0.320
H 4.57 -1.66 0.66  0.342
H 2.64 0.01 -2.83  0.496
H 1.11 0.42 -2.08  0.244
H 1.62 -1.27 -2.16  0.162
H 4.68 1.30 -1.33  0.366
H 4.63 1.48 0.43  0.352
H 3.41 2.29 -0.57  0.276
H 4.22 0.21 2.05  0.116
H 4.70 0.28 4.44  0.375
H 2.86 0.25 6.11  0.360
H 0.49 0.14 5.28  0.449
O -4.05 -0.32 0.08  -0.636
C -3.07 0.32 0.40  0.276
O -2.00 -0.22 0.91  -0.468
C -3.10 1.82 0.30  0.333
C -4.32 2.44 0.60  -0.567
C -4.45 3.82 0.58  -0.553
C -3.35 4.60 0.25  -0.514
C -2.14 4.00 -0.06  -0.850
C -2.00 2.61 -0.04  0.760
S -0.42 2.00 -0.56  -0.491
H -5.16 1.80 0.83  0.443
H -5.40 4.28 0.82  0.369
H -3.43 5.68 0.24  0.354
H -1.28 4.60 -0.32  0.404
Br -1.17 -5.59 -2.64  -0.179
C -1.75 -3.79 -2.77  -0.099
C -2.65 -3.56 -3.81  -0.493
C -3.16 -2.29 -4.03  -0.465
C -2.77 -1.24 -3.21  -1.062
C -1.88 -1.48 -2.18  0.556
C -1.35 -2.75 -1.92  0.579
C -0.39 -2.91 -0.74  0.355
O 0.04 -3.99 -0.41  -0.663
O -0.04 -1.81 -0.15  -0.042
H -2.95 -4.39 -4.44  0.394
H -3.86 -2.13 -4.84  0.358
H -3.17 -0.25 -3.37  0.416
H -1.61 -0.67 -1.54  -0.090

Summary:
- ΔE to the lowest compared entry with this formula, charge and spin (kJ/mol) = 0.0
- max |F| (eV/Å) = 0.7
- highest occupied orbital energy (eV) = -5.15
- charge = -1
- multiplicity = 1
- orbital gap (eV) = 7.8695

---

Entry from the Open Molecules 2025 dataset: a structure of composition C23H21Cl3N2O (ωB97M-V/def2-TZVPD).

Each line ends with the Mulliken charge.
CARTESIAN COORDINATES (ANGSTROEM)
C 0.68 0.52 -2.88  -1.190
C 0.00 1.45 -1.96  0.669
C -1.36 1.20 -1.72  0.269
N -1.86 0.05 -2.34  0.323
C -1.03 -1.10 -2.46  -0.079
N -1.80 -2.03 -3.18  0.269
C -1.46 -3.43 -3.33  -0.981
C -3.04 -1.50 -3.43  -0.803
C -3.07 -0.23 -2.92  -0.104
C -2.12 1.93 -0.79  1.348
C -3.48 1.48 -0.40  -1.774
C -1.52 3.06 -0.22  -1.084
C -0.19 3.39 -0.50  0.864
C 0.41 4.60 0.16  -1.453
C 0.57 2.58 -1.35  -1.132
H 1.71 0.33 -2.58  0.477
H 0.04 -0.65 -2.92  0.032
H 0.65 0.88 -3.92  0.358
H -0.50 -3.62 -2.83  0.410
H -2.24 -4.05 -2.87  0.360
H -1.38 -3.73 -4.38  0.330
H -3.83 -2.07 -3.89  0.454
H -3.87 0.51 -2.98  0.444
H -3.82 2.07 0.46  0.406
H -4.22 1.62 -1.20  0.329
H -3.51 0.42 -0.10  0.339
H -2.12 3.69 0.46  0.402
H 1.42 4.77 -0.21  0.361
H -0.19 5.49 -0.04  0.360
H 0.45 4.49 1.25  0.330
H 1.61 2.85 -1.56  0.330
Cl -0.50 -1.66 -0.89  0.001
C 2.41 -3.16 1.37  -0.042
Cl 2.86 -4.14 0.06  -0.221
C 2.90 -1.76 1.35  0.278
O 3.39 -1.24 0.35  -0.808
C 2.66 -1.00 2.62  0.255
C 1.81 -1.54 3.65  0.431
C 1.56 -0.74 4.78  -0.907
C 2.16 0.50 4.95  -0.510
C 2.98 1.02 3.92  -0.566
C 3.18 0.29 2.75  -0.474
C 1.18 -2.80 3.43  0.608
Cl 0.11 -3.43 4.60  -0.305
C 1.43 -3.54 2.27  -0.494
H 0.86 -1.08 5.54  0.313
H 2.00 1.08 5.85  0.378
H 3.46 1.99 4.03  0.375
H 3.76 0.71 1.92  0.416
H 0.89 -4.47 2.10  0.404

Summary:
- max |F| (eV/Å) = 5.3
- highest occupied orbital energy (eV) = -5.10
- multiplicity = 1
- orbital gap (eV) = 2.4182

---

Entry from the Open Molecules 2025 dataset: a structure of composition C23H21ClF6N4PSTi (ωB97M-V/def2-TZVPD).

Each line ends with the Mulliken charge.
CARTESIAN COORDINATES (ANGSTROEM)
Ti -0.31 0.37 0.31  -0.499
N 1.41 0.04 2.04  -0.447
N 0.92 0.44 3.30  -0.331
C 0.11 1.49 3.37  0.694
N -0.27 1.84 4.60  -0.511
S -0.38 2.34 2.00  -0.525
H 1.64 -0.94 2.09  0.362
H 2.25 0.57 1.82  0.319
H 1.38 0.11 4.13  0.218
H -0.22 1.16 5.35  0.211
H -1.03 2.50 4.65  0.261
C -2.61 3.46 -2.03  -0.891
C -3.22 2.65 -2.98  -0.777
C -2.99 1.29 -2.95  -0.882
C -2.15 0.73 -1.99  0.981
C -1.51 1.52 -1.02  0.607
C -1.77 2.90 -1.06  -0.153
C -1.84 -0.72 -1.97  1.366
C -2.56 -1.67 -2.75  -1.266
C -2.22 -2.97 -2.71  -1.122
C -1.12 -3.40 -1.93  0.961
C -0.68 -4.75 -1.90  -0.895
C 0.40 -5.10 -1.16  -0.634
C 1.09 -4.11 -0.41  -0.961
C 0.68 -2.81 -0.42  0.128
C -0.45 -2.42 -1.18  0.187
N -0.86 -1.10 -1.18  1.046
H -2.78 4.53 -2.04  0.422
H -3.86 3.08 -3.73  0.386
H -3.47 0.67 -3.71  0.316
H -1.32 3.57 -0.34  0.263
H -3.40 -1.35 -3.35  0.348
H -2.78 -3.70 -3.27  0.411
H -1.22 -5.49 -2.48  0.403
H 0.73 -6.13 -1.13  0.385
H 1.97 -4.39 0.16  0.459
H 1.23 -2.06 0.12  0.030
Cl 3.98 -0.91 -0.18  -0.191
C 3.84 0.84 0.03  0.821
C 4.94 1.50 0.57  -0.653
C 4.90 2.87 0.75  -0.415
C 3.75 3.56 0.36  -0.857
C 2.67 2.87 -0.18  -0.243
C 2.67 1.49 -0.37  -0.308
C 1.47 0.80 -0.92  -1.184
H 5.82 0.93 0.84  0.438
H 5.75 3.40 1.16  0.385
H 3.69 4.63 0.49  0.390
H 1.78 3.42 -0.47  0.396
H 1.72 -0.16 -1.38  0.551
H 1.00 1.42 -1.68  0.588
F -2.49 0.04 1.15  -0.187
P -2.46 -1.29 2.14  1.252
F -2.73 -2.21 0.87  -0.356
F -0.80 -1.31 1.73  -0.192
F -4.00 -1.16 2.46  -0.357
F -2.08 -0.33 3.36  -0.366
F -2.23 -2.57 3.05  -0.381

Summary:
- ΔE to the lowest compared entry with this formula, charge and spin (kJ/mol) = 0.0
- max |F| (eV/Å) = 0.9
- highest occupied orbital energy (spin up / spin down) (eV) = -7.74 / -7.88
- multiplicity = 2
- orbital gap (spin up / spin down) (eV) = 7.4993 / 7.6034